C3H6N2O | the ωB97M-V functional and the def2-TZVPD basis

Atoms and positions in Å:
H1 -2.7053 0.3983 -0.2246
N1 -2.1837 -0.4442 0.0591
C1 -0.9202 -0.2908 -0.1783
C2 -0.0182 0.8750 -0.2511
C3 1.3783 0.2908 0.1578
O1 1.2319 -1.1436 -0.2349
N2 -0.1307 -1.5587 -0.2377
H2 -0.5091 1.5104 0.5883
H3 0.0170 1.3886 -1.3176
H4 2.3503 0.4566 -0.5345
H5 1.5841 0.4718 1.2698
H6 -0.0943 -1.9542 0.9037

The value obtained for the highest occupied orbital energy is -9.37 eV. The SMILES is [H]/N=C1\CCON1. As for the total charge: 0. Its molar mass is 86.09 g/mol. For the HOMO-LUMO gap, the calculation gives 10.095 eV.

Atom charges from the Mulliken analysis, given in e for atoms 1 to 4:
1 H 0.251
2 N -0.661
3 C 0.375
4 C -0.312


C4H9O3 | the ωB97M-V functional and the def2-TZVPD basis

Atoms and positions in Å:
C1 0.9973 -1.5224 -0.5757
C2 0.2477 -2.6048 0.2743
O1 1.7628 -0.8261 0.3328
H1 1.6773 -1.8000 -1.3264
H2 0.2424 -0.8778 -0.9968
H3 -0.6307 -3.0388 -0.2028
H4 1.4001 0.1448 0.4616
H5 0.0257 -2.1676 1.2564
H6 1.0513 -3.2758 0.6216
C3 -1.3336 2.7555 -0.2346
C4 -0.4177 1.6907 0.2867
O2 -1.1250 0.8527 0.9587
O3 0.7555 1.5911 0.0985
H7 -2.4173 2.6012 -0.0605
H8 -1.2248 2.9118 -1.2921
H9 -1.0109 3.5654 0.3982

The value obtained for the highest occupied orbital energy is -3.94 eV. As for the total charge: -1. Its molar mass is 105.11 g/mol. For the HOMO-LUMO gap, the calculation gives 8.219 eV.

Atom charges from the Mulliken analysis, given in e for atoms 1 to 4:
1 C -0.219
2 C -1.040
3 O -0.623
4 H 0.337


C20H23N4O3STc | the ωB97M-V functional and the def2-TZVPD basis

Atoms and positions in Å:
Tc1 1.6197 0.9914 0.1861
O1 0.5246 -0.2415 -0.7566
C1 0.1347 -0.2068 -2.0307
C2 -0.0720 -1.4238 -2.6811
C3 -0.5215 -1.4401 -3.9852
C4 -0.8004 -0.2528 -4.6702
C5 -0.6231 0.9493 -4.0291
C6 -0.1361 0.9974 -2.7123
C7 -0.0098 2.2668 -2.0505
N1 0.6525 2.4572 -0.9683
C8 0.4863 3.6826 -0.1852
C9 -0.1874 3.2654 1.1220
N2 0.4900 2.0586 1.6214
C10 0.3510 1.7176 2.8641
C11 0.9347 0.5862 3.4940
C12 0.5150 0.2805 4.8066
C13 1.0091 -0.8093 5.4704
C14 1.9666 -1.6130 4.8368
C15 2.4160 -1.3245 3.5690
C16 1.9045 -0.2309 2.8693
O2 2.3896 0.0163 1.6569
H1 0.1411 -2.3326 -2.1338
H2 -0.6610 -2.3896 -4.4859
H3 -1.1530 -0.2816 -5.6911
H4 -0.8451 1.8780 -4.5411
H5 -0.5514 3.1092 -2.4839
H6 -0.1148 4.4220 -0.7166
H7 1.4709 4.1091 0.0151
H8 -1.2379 3.0317 0.9292
H9 -0.1392 4.0741 1.8525
H10 -0.2744 2.3475 3.4994
H11 -0.2217 0.9198 5.2784
H12 0.6703 -1.0463 6.4684
H13 2.3635 -2.4770 5.3534
H14 3.1566 -1.9392 3.0764
S1 -0.4918 -2.3172 1.6884
C17 -1.6750 -2.2584 0.5246
N3 -2.0861 -3.2829 -0.2464
C18 -3.1163 -2.9098 -1.2018
C19 -3.5535 -1.5383 -0.6608
N4 -2.4124 -1.1661 0.1729
H15 -1.6266 -4.1747 -0.2039
H16 -3.9348 -3.6273 -1.2085
H17 -2.7112 -2.8301 -2.2133
H18 -4.4704 -1.6152 -0.0718
H19 -3.7113 -0.8186 -1.4626
H20 -2.4710 -0.4236 0.8477
C20 3.3219 0.3430 -2.2167
O3 3.1429 0.8135 -0.8945
H21 4.3404 0.5727 -2.5281
H22 2.6311 0.8206 -2.9149
H23 3.1763 -0.7393 -2.2579

The value obtained for the highest occupied orbital energy (alpha / beta) is -10.51 / -10.52 eV. Its spin multiplicity is 4. As for the total charge: +1. Its molar mass is 497.50 g/mol. For the HOMO-LUMO gap (alpha / beta), the calculation gives 7.034 / 6.393 eV.

Atom charges from the Mulliken analysis, given in e for atoms 1 to 4:
1 Tc 1.146
2 O -0.602
3 C 0.618
4 C -0.355


C4H11NO | the ωB97M-V functional and the def2-TZVPD basis

Atoms and positions in Å:
C1 -0.0799 2.5769 1.1400
C2 -1.0728 2.1135 0.1213
N1 -1.8710 1.0800 0.5251
O1 -1.1193 2.5676 -0.9995
H1 -0.2697 2.2034 2.1392
H2 -0.1051 3.6661 1.2161
H3 0.9572 2.2998 0.9525
H4 -2.5059 0.5259 -0.0260
H5 -1.7948 0.6952 1.4503
C3 1.3809 -2.9061 -0.9079
C4 0.6246 -1.5840 -0.7737
H6 2.4560 -2.7362 -0.8517
H7 1.3246 -3.4519 0.0451
H8 0.8784 -3.4571 -1.6938
H9 0.3205 -1.4068 0.2585
H10 -0.2479 -1.4910 -1.4383
H11 1.1241 -0.6952 -1.1574

The value obtained for the highest occupied orbital energy is -9.86 eV. The SMILES is CC(N)=O.CC. As for the total charge: 0. Its molar mass is 89.14 g/mol. For the HOMO-LUMO gap, the calculation gives 10.643 eV.

Atom charges from the Mulliken analysis, given in e for atoms 1 to 4:
1 C -0.930
2 C 0.673
3 N -0.378
4 O -0.604


C3H5BrN2S | the ωB97M-V functional and the def2-TZVPD basis

Atoms and positions in Å:
C1 1.1760 -0.3353 -0.1892
C2 1.6642 0.5957 0.6666
C3 -1.2801 -1.1076 0.0447
N1 -0.0792 1.3441 -0.9191
N2 0.1802 0.0426 -1.0765
S1 0.7623 2.1566 0.4085
Br1 -2.8462 -0.0770 0.2114
H1 1.4689 -1.3204 -0.0473
H2 2.2929 0.5815 1.4331
H3 -1.5119 -1.9669 -0.4841
H4 -0.7834 -1.3086 1.0818
H5 -1.0436 1.3952 -1.1299

The value obtained for the highest occupied orbital energy (alpha / beta) is -7.24 / -7.05 eV. As for the total charge: 0. Its molar mass is 181.06 g/mol. For the HOMO-LUMO gap (alpha / beta), the calculation gives 7.414 / 7.381 eV.

Atom charges from the Mulliken analysis, given in e for atoms 1 to 4:
1 C -0.396
2 C -0.300
3 C -0.512
4 N -0.226


C53H72InN3OP2SSi | the ωB97M-V functional and the def2-TZVPD basis

Atoms and positions in Å:
In1 0.5813 0.5177 -0.1983
C1 -2.7936 1.9835 0.1636
Si1 -1.9874 0.2713 -0.2041
C2 -2.7190 -0.0970 -1.9404
C3 -4.0974 0.0929 -2.0378
C4 -4.7892 -0.0288 -3.2275
C5 -4.0851 -0.3309 -4.3781
C6 -2.7147 -0.4848 -4.3134
C7 -2.0077 -0.3811 -3.1144
P1 -0.1695 -0.6317 -3.1354
C8 0.1931 0.1653 -4.8136
C9 1.6415 0.0739 -5.2833
C10 2.6000 0.7058 -4.2842
C11 2.0929 2.0887 -3.8489
C12 0.9765 2.5917 -4.7573
C13 -0.2193 1.6453 -4.6765
C14 -0.2336 -2.5271 -3.2733
C15 1.1256 -3.1834 -3.0027
C16 1.9793 -3.4112 -4.2453
C17 1.2100 -4.0914 -5.3728
C18 -0.0672 -3.3243 -5.6858
C19 -0.9337 -3.2310 -4.4370
C20 -2.7706 -0.9088 1.0929
C21 -3.9150 -1.6378 0.7874
C22 -4.4964 -2.4985 1.7023
C23 -3.9208 -2.6621 2.9492
C24 -2.7761 -1.9554 3.2702
C25 -2.1953 -1.0718 2.3672
P2 -0.5896 -0.2239 2.6726
C26 0.3344 -1.0521 4.0884
C27 -0.1820 -1.2817 5.5105
C28 0.9956 -1.7125 6.3865
C29 1.5772 -3.0279 5.8774
C30 2.0270 -2.8841 4.4255
C31 0.8852 -2.3738 3.5501
C32 -1.1673 1.4155 3.3748
C33 -2.3641 1.3439 4.3245
C34 -2.5411 2.7084 4.9834
C35 -1.4033 2.9837 5.9707
C36 -0.0732 2.4005 5.4713
C37 -0.0240 2.2728 3.9522
H1 -3.6618 1.9149 0.8146
H2 -3.0984 2.4540 -0.7653
H3 -2.0627 2.6362 0.6309
H4 -4.6461 0.3695 -1.1488
H5 -5.8592 0.1275 -3.2588
H6 -4.5933 -0.4306 -5.3278
H7 -2.1964 -0.6777 -5.2380
H8 -0.4132 -0.3172 -5.5843
H9 1.7223 0.5886 -6.2455
H10 1.9246 -0.9605 -5.4684
H11 3.5917 0.7807 -4.7406
H12 2.6765 0.0508 -3.4107
H13 2.9110 2.8124 -3.8406
H14 1.6811 2.0266 -2.8378
H15 1.3342 2.6853 -5.7859
H16 0.6655 3.5837 -4.4245
H17 -0.9534 1.9075 -5.4419
H18 -0.6959 1.7976 -3.7024
H19 -0.8564 -2.7138 -2.3818
H20 0.9497 -4.1488 -2.5189
H21 1.6910 -2.5649 -2.3027
H22 2.8449 -4.0203 -3.9731
H23 2.3561 -2.4543 -4.5958
H24 0.9568 -5.1122 -5.0769
H25 1.8366 -4.1418 -6.2663
H26 -0.6236 -3.8284 -6.4796
H27 0.1968 -2.3301 -6.0407
H28 -1.1562 -4.2520 -4.1063
H29 -1.8883 -2.7536 -4.6596
H30 -4.3586 -1.5453 -0.1940
H31 -5.3960 -3.0394 1.4444
H32 -4.3592 -3.3407 3.6679
H33 -2.3368 -2.0949 4.2429
H34 1.1839 -0.3512 4.1529
H35 -0.9298 -2.0777 5.5316
H36 -0.6334 -0.3841 5.9293
H37 0.6681 -1.8242 7.4228
H38 1.7690 -0.9413 6.3610
H39 0.8175 -3.8110 5.9451
H40 2.4201 -3.3330 6.5009
H41 2.3816 -3.8468 4.0445
H42 2.8543 -2.1724 4.3683
H43 0.0838 -3.1197 3.5084
H44 1.2539 -2.2083 2.5376
H45 -1.5145 1.9204 2.4662
H46 -2.2246 0.5898 5.0973
H47 -3.2592 1.0752 3.7588
H48 -3.5022 2.7661 5.4981
H49 -2.5379 3.4722 4.2043
H50 -1.6408 2.5351 6.9388
H51 -1.3109 4.0622 6.1226
H52 0.0906 1.4184 5.9103
H53 0.7557 3.0299 5.7990
H54 0.9426 1.8542 3.6678
H55 -0.0754 3.2753 3.5172
C38 5.1374 0.5781 -0.0509
C39 5.3105 -0.4280 0.8878
C40 4.3541 -1.4237 0.9690
C41 3.2370 -1.3527 0.1386
N1 3.0678 -0.3780 -0.7563
C42 4.0004 0.5576 -0.8455
C43 2.1541 -2.3464 0.2345
C44 2.3935 -3.6934 0.5154
C45 1.3215 -4.5663 0.5873
C46 0.0393 -4.0661 0.4105
C47 -0.1032 -2.7173 0.1309
N2 0.9229 -1.8947 0.0279
H56 5.8603 1.3722 -0.1504
H57 6.1567 -0.4130 1.5595
H58 4.4406 -2.2076 1.7049
H59 3.8146 1.3340 -1.5776
H60 3.4051 -4.0454 0.6425
H61 1.4805 -5.6195 0.7719
H62 -0.8295 -4.7029 0.4850
H63 -1.0812 -2.2729 -0.0112
C48 -1.5747 5.2663 -1.0425
C49 -0.0597 5.1578 -0.8263
C50 0.3107 5.7580 0.5364
C51 0.6535 5.9139 -1.9522
C52 0.3452 3.7472 -0.8371
C53 0.7388 2.6022 -0.8779
H64 -1.8763 6.3127 -1.0691
H65 -2.1170 4.7741 -0.2395
H66 -1.8577 4.7991 -1.9841
H67 -0.0272 6.7913 0.6015
H68 1.3882 5.7268 0.6851
H69 -0.1579 5.1886 1.3380
H70 0.3752 6.9666 -1.9294
H71 0.3701 5.5011 -2.9186
H72 1.7325 5.8293 -1.8467
O1 3.4465 2.1589 2.6929
S1 2.5802 1.9660 1.5224
N3 1.8871 0.6407 1.5163

The value obtained for the highest occupied orbital energy is -6.98 eV. As for the total charge: 0. Its molar mass is 1004.10 g/mol. For the HOMO-LUMO gap, the calculation gives 6.756 eV.

Atom charges from the Mulliken analysis, given in e for atoms 1 to 4:
1 In 3.885
2 C -1.547
3 Si 1.261
4 C -0.013


C10H19N3O3S | the ωB97M-V functional and the def2-TZVPD basis

Atoms and positions in Å:
C1 3.7803 0.5167 -1.8769
N1 3.0081 1.4826 -2.6603
C2 1.6999 1.4821 -2.9487
O1 1.2789 2.3449 -3.7094
C3 0.7224 0.4311 -2.3565
C4 -0.7640 0.7911 -2.5489
S1 -1.8506 -0.5379 -1.9399
N2 0.9499 -0.0127 -0.9715
C5 0.9965 0.6956 0.1555
C6 0.9512 2.2107 0.1451
O2 1.0431 0.1016 1.2231
H1 3.6628 0.7155 -0.8097
H2 3.4556 -0.5020 -2.0951
H3 4.8387 0.6033 -2.1288
H4 3.5213 2.2319 -3.1011
H5 0.8887 -0.4511 -2.9753
H6 -1.0016 1.7241 -2.0397
H7 -0.9516 0.9403 -3.6145
H8 -1.6678 -0.3540 -0.6211
H9 0.9644 -1.0097 -0.8255
H10 0.0145 2.5515 -0.2872
H11 1.7917 2.6092 -0.4166
H12 1.0132 2.5688 1.1723
C7 -3.3500 -0.8725 3.0028
C8 -1.9835 -1.4530 2.6332
C9 -2.1158 -2.9333 2.2676
O3 -1.4942 -0.7407 1.4950
C10 -1.0460 -1.3027 3.7617
N3 -0.3034 -1.1968 4.6542
H13 -4.0403 -0.9565 2.1582
H14 -3.2558 0.1855 3.2671
H15 -3.7787 -1.4061 3.8567
H16 -2.4982 -3.5069 3.1175
H17 -1.1434 -3.3460 1.9807
H18 -2.8050 -3.0581 1.4271
H19 -0.5314 -0.5465 1.6085

The value obtained for the highest occupied orbital energy is -9.33 eV. The SMILES is CNC(=O)[C@H](CS)NC(C)=O.CC(C)(O)C#N. As for the total charge: 0. Its molar mass is 261.35 g/mol. For the HOMO-LUMO gap, the calculation gives 9.806 eV.

Atom charges from the Mulliken analysis, given in e for atoms 1 to 4:
1 C -0.751
2 N -0.124
3 C 0.286
4 O -0.686


C14H17B2F4N4PtS2Se | the ωB97M-V functional and the def2-TZVPD basis

Atoms and positions in Å:
Pt1 -0.1236 0.6584 -0.2358
C1 -3.5860 0.9609 -0.4553
N1 -3.4503 0.1590 0.7243
C2 -4.1607 0.3527 1.8757
C3 -3.6775 -0.5186 2.7915
N2 -2.6817 -1.2444 2.2166
B1 -1.8349 -2.2963 2.9519
N3 -0.3590 -1.8190 3.0041
C4 0.6093 -2.6957 3.3917
C5 1.8179 -2.0915 3.2830
N4 1.5865 -0.8293 2.8177
C6 2.5614 0.1525 2.4498
C7 0.2457 -0.6718 2.6574
S1 -0.4277 0.8577 2.3163
C8 -2.5365 -0.8123 0.9582
S2 -1.4524 -1.4047 -0.2225
H1 -4.6384 1.2062 -0.5858
H2 -3.2262 0.4028 -1.3173
H3 -2.9962 1.8800 -0.3777
H4 -4.9300 1.0910 1.9377
H5 -3.9431 -0.6768 3.8151
H6 -2.2312 -2.3905 4.0739
H7 -1.8711 -3.3246 2.3494
H8 0.3423 -3.6780 3.7253
H9 2.8024 -2.4467 3.5100
H10 3.5544 -0.2873 2.4696
H11 2.5038 1.0100 3.1206
H12 2.3628 0.5086 1.4389
Se1 -0.4992 2.1180 -2.1065
C9 0.6112 1.2675 -3.3993
C10 1.4528 2.0029 -4.2263
C11 2.2289 1.3546 -5.1692
C12 2.1510 -0.0220 -5.3090
C13 1.3266 -0.7552 -4.4710
C14 0.5558 -0.1173 -3.5205
H13 1.5375 3.0722 -4.0989
H14 2.9135 1.9249 -5.7864
H15 2.7512 -0.5270 -6.0530
H16 1.2984 -1.8324 -4.5517
H17 -0.0876 -0.6805 -2.8548
F1 1.7885 2.4345 0.3336
B2 2.7223 2.0524 -0.6401
F2 2.3460 0.7340 -1.0127
F3 2.6531 2.9015 -1.7100
F4 3.9900 2.0196 -0.1088

The value obtained for the highest occupied orbital energy (alpha / beta) is -4.25 / -4.34 eV. As for the total charge: -1. Its molar mass is 677.11 g/mol. For the HOMO-LUMO gap (alpha / beta), the calculation gives 5.870 / 5.903 eV.

Atom charges from the Mulliken analysis, given in e for atoms 1 to 4:
1 Pt 0.669
2 C -0.946
3 N 0.353
4 C -0.469


Result set for ΔE to the lowest compared entry with this formula, charge and spin: 106.6; 29.2; 45.9; 15.3; 66.0; 10.7; 0.0; 34.3 kcal per mole, one per record in the order listed.
Result set for maximum force: 0.1084; 0.1448; 0.0046; 0.0335; 0.1173; 0.0273; 0.0447; 0.0394 hartree/bohr, one per record in the order listed.
Result set for electronic energy: -8232.07792; -10437.20129; -46244.84326; -7863.89139; -87045.07695; -105111.69278; -32126.71265; -123251.11344 eV, one per record in the order listed.